# 1
C6H8N2 | ωB97M-V/def2-TZVPD

* HOMO-LUMO gap (spin up / spin down): 6.68 / 6.73 eV
* E: -342.62414 Eh
* spin multiplicity: 1
* energy above the lowest of the compared OMol25 structures with the same formula, charge and spin: 194.4 kcal per mole
* E_LUMO (spin up / spin down): -0.421 / -0.510 eV

Each line ends with the Mulliken charge.
Geometry (Å):
C: 4.01 0.41 -0.08  -0.37
C: 2.81 0.13 0.10  -0.01
C: 1.60 -0.17 0.56  -0.32
C: 0.68 -1.05 -0.20  -0.44
C: -0.81 -0.96 0.37  -0.62
C: -2.42 0.97 -0.27  -0.84
N: -0.36 1.45 0.76  -0.75
N: -1.07 0.65 0.30  0.67
H: 4.96 0.73 -0.06  0.44
H: 0.47 -0.86 -1.32  0.24
H: 0.84 -2.09 -0.17  0.37
H: -1.45 -1.51 -0.32  0.38
H: -1.00 -1.08 1.51  0.33
H: -3.19 0.36 0.17  0.33
H: -2.60 2.15 0.01  0.28
H: -2.46 0.87 -1.36  0.31



# 2
C6H8N2 | ωB97M-V/def2-TZVPD

* HOMO-LUMO gap: 9.25 eV
* E: -342.67280 Eh
* spin multiplicity: 1
* energy above the lowest of the compared OMol25 structures with the same formula, charge and spin: 163.9 kcal per mole
* E_LUMO: 0.193 eV

Each line ends with the Mulliken charge.
Geometry (Å):
C: -1.63 0.61 0.31  0.87
C: -2.66 1.50 -0.18  -0.49
C: -0.50 0.32 -0.10  -1.04
C: 1.09 -0.69 1.53  -1.35
C: 0.56 -1.79 -0.77  -1.18
C: 0.70 -0.53 0.06  0.75
N: -1.98 2.37 -0.70  0.55
N: -1.18 2.84 -1.45  -0.62
H: -0.64 3.70 -1.18  0.26
H: 0.73 -1.60 1.97  0.44
H: 0.49 0.20 1.99  0.30
H: 2.07 -0.42 1.74  0.37
H: 1.09 -2.55 -0.04  0.30
H: 0.98 -1.81 -1.74  0.33
H: -0.49 -2.20 -0.81  0.29
H: 1.37 0.06 -0.61  0.23



# 3
C6H8N2 | ωB97M-V/def2-TZVPD

* SMILES: [H]/N=C\C(=C)/N=C\C=C
* HOMO-LUMO gap: 9.20 eV
* E: -342.84919 Eh
* spin multiplicity: 1
* energy above the lowest of the compared OMol25 structures with the same formula, charge and spin: 53.2 kcal per mole
* E_LUMO: 0.424 eV

Each line ends with the Mulliken charge.
Geometry (Å):
H: -0.41 -2.70 -0.42  0.26
N: -0.04 -2.33 -1.28  -0.61
C: 0.66 -1.29 -1.15  -0.04
C: 0.96 -0.57 0.11  0.48
C: 1.04 -1.22 1.27  -1.03
N: 1.29 0.75 -0.04  -0.53
C: 0.53 1.75 0.08  0.02
C: -0.91 1.79 0.32  -0.17
C: -1.79 1.00 -0.27  -0.58
H: 1.08 -0.86 -2.05  0.40
H: 0.92 -2.29 1.32  0.27
H: 1.26 -0.71 2.19  0.29
H: 1.02 2.72 -0.01  0.41
H: -1.24 2.63 0.94  0.31
H: -1.51 0.20 -0.93  0.24
H: -2.86 1.12 -0.09  0.27



# 4
C6H8N2O | ωB97M-V/def2-TZVPD

* SMILES: CC(=O)Nc1ccc[nH]1
* HOMO-LUMO gap: 9.46 eV
* E: -418.09056 Eh
* spin multiplicity: 1
* energy above the lowest of the compared OMol25 structures with the same formula, charge and spin: 58.2 kcal per mole
* E_LUMO: 0.638 eV

Each line ends with the Mulliken charge.
Geometry (Å):
C: 1.02 -1.11 1.69  -1.34
C: 0.88 -1.68 0.25  0.70
O: 1.54 -2.73 -0.07  -0.67
N: 0.24 -0.95 -0.65  -0.10
C: -0.36 0.26 -0.49  -0.14
C: -1.61 0.55 -0.06  -0.62
C: -1.79 1.93 0.00  -0.13
C: -0.59 2.53 -0.32  -0.64
N: 0.25 1.43 -0.64  -0.11
H: 1.47 -0.10 1.61  0.31
H: 1.44 -1.85 2.17  0.41
H: 0.13 -1.02 2.08  0.46
H: 0.26 -1.30 -1.56  0.25
H: -2.50 0.01 0.02  0.47
H: -2.74 2.74 0.20  0.20
H: -0.38 3.43 -0.23  0.64
H: 1.28 1.67 -1.04  0.31



# 5
C6H8N2O2 | ωB97M-V/def2-TZVPD

* SMILES: NC(=O)[C@@H]1CNC=CC1=O
* HOMO-LUMO gap: 9.14 eV
* E: -493.41739 Eh
* spin multiplicity: 1
* energy above the lowest of the compared OMol25 structures with the same formula, charge and spin: 18.5 kcal per mole
* E_LUMO: 0.405 eV

Each line ends with the Mulliken charge.
Geometry (Å):
N: -2.41 0.91 -0.06  -0.39
C: -1.95 -0.32 0.18  0.35
O: -2.79 -1.23 0.18  -0.65
C: -0.45 -0.58 0.06  0.34
C: 0.34 0.09 1.19  -0.85
N: 1.75 -0.15 1.00  -0.16
C: 2.28 -0.07 -0.23  -0.19
C: 1.52 0.00 -1.38  -0.71
C: 0.10 -0.19 -1.32  0.49
O: -0.64 -0.14 -2.30  -0.62
H: -1.93 1.69 0.38  0.23
H: -3.43 0.82 -0.37  0.28
H: -0.33 -1.67 0.13  0.25
H: 0.03 -0.31 2.16  0.33
H: 0.16 1.18 1.19  0.32
H: 2.36 -0.11 1.80  0.24
H: 3.37 -0.04 -0.28  0.37
H: 2.01 0.09 -2.35  0.35



# 6
C6H8N2O2 | ωB97M-V/def2-TZVPD

* HOMO-LUMO gap: 9.92 eV
* E: -493.18647 Eh
* spin multiplicity: 1
* energy above the lowest of the compared OMol25 structures with the same formula, charge and spin: 163.4 kcal per mole
* E_LUMO: 0.417 eV

Each line ends with the Mulliken charge.
Geometry (Å):
C: -2.76 -0.08 -0.06  -1.41
C: -1.27 -0.02 -0.13  0.49
C: -0.21 -0.22 1.00  -0.26
C: 0.62 -0.09 -0.32  0.32
N: -0.42 -0.91 -1.04  -0.50
C: 2.05 -0.32 -0.51  0.04
N: 2.88 -0.11 -1.40  -0.62
C: -0.33 1.09 -0.61  0.53
O: -0.32 2.23 -0.96  -0.55
H: -3.07 -1.07 0.30  0.34
H: -3.13 0.68 0.63  0.32
H: -3.19 0.09 -1.05  0.34
H: -0.10 0.55 1.78  0.37
H: -0.21 -1.24 1.41  0.26
H: -0.43 -1.85 -0.65  0.28
O: 3.30 0.18 0.80  -0.73
H: 3.86 0.31 -0.50  0.50
H: 2.74 0.77 1.32  0.30



# 7
C6H8N2O2S | ωB97M-V/def2-TZVPD

* SMILES: O=[SH](=O)NNc1ccccc1
* HOMO-LUMO gap: 9.03 eV
* E: -891.47089 Eh
* spin multiplicity: 1
* energy above the lowest of the compared OMol25 structures with the same formula, charge and spin: 106.4 kcal per mole
* E_LUMO: 0.035 eV

Each line ends with the Mulliken charge.
Geometry (Å):
O: -2.46 0.11 1.39  -0.52
S: -1.39 -0.59 1.97  0.89
O: -1.65 -1.61 3.02  -0.62
N: -0.22 0.44 2.50  -0.39
N: -0.08 1.48 1.11  -0.45
C: 0.22 0.79 0.01  0.45
C: -0.36 1.05 -1.20  -0.22
C: -0.11 0.33 -2.36  -0.71
C: 0.84 -0.64 -2.33  -0.24
C: 1.61 -0.91 -1.18  -0.77
C: 1.22 -0.19 0.00  -0.20
H: -0.48 -1.32 1.11  0.22
H: 0.55 -0.07 2.83  0.31
H: -1.05 1.93 1.19  0.38
H: -1.20 1.81 -1.28  0.19
H: -0.55 0.62 -3.24  0.45
H: 1.09 -1.16 -3.30  0.26
H: 2.28 -1.73 -1.08  0.41
H: 1.75 -0.33 0.85  0.56



# 8
C6H8N2OS | ωB97M-V/def2-TZVPD

* HOMO-LUMO gap (spin up / spin down): 7.28 / 6.43 eV
* E: -816.16615 Eh
* spin multiplicity: 1
* energy above the lowest of the compared OMol25 structures with the same formula, charge and spin: 137.4 kcal per mole
* E_LUMO (spin up / spin down): -0.477 / -0.660 eV

Each line ends with the Mulliken charge.
Geometry (Å):
C: 2.82 -0.62 0.64  -0.32
C: 1.61 -1.26 0.42  -0.27
C: 2.78 0.54 -0.11  -0.27
C: 0.90 -0.48 -0.57  0.94
C: -2.71 -0.10 -0.08  -0.06
C: -0.30 -0.94 -1.05  -1.25
N: -1.69 1.63 1.05  -0.63
N: -2.72 1.20 0.26  -0.03
O: 1.69 0.56 -0.92  -0.36
S: -3.74 -1.12 -0.82  -0.23
H: 3.66 -0.96 1.40  0.27
H: 1.30 -2.35 0.74  0.29
H: 3.50 1.41 -0.17  0.37
H: -0.81 -1.65 -0.49  0.33
H: -0.83 -0.66 -2.00  0.31
H: -1.30 0.82 1.45  0.35
H: -0.97 2.03 0.53  0.28
H: -3.19 1.96 -0.26  0.29